ORCA calculation (ωB97M-V/def2-TZVPD) on a molecular structure, C10H26N2O3Sn.

Atoms and positions in Å:
Sn -0.88949 -0.04743 3.15425
O -3.46139 0.60435 1.52833
O 4.40599 0.32208 -0.88508
O -0.24847 0.02908 -1.56415
N 1.19668 0.29474 0.89978
N -1.73439 -1.36497 0.47188
C 4.17775 1.32904 -1.83715
C 3.25605 -0.22609 -0.31483
C -4.00103 -0.61838 1.05671
C -0.66744 -1.29188 -1.79342
C -3.07958 -1.15119 -0.03801
C 3.31967 0.88839 1.96260
C 0.00169 0.78518 -2.74180
C 2.57215 0.76006 0.64322
C -0.76439 -1.99683 -0.46912
C -4.27949 1.33182 2.44693
H 0.25214 1.80397 -2.44734
H -0.88102 0.83063 -3.38295
H -4.15777 -1.34780 1.86519
H 3.72069 2.26039 -1.47533
H -3.51060 -2.13042 -0.27941
H 0.87863 0.41903 -3.28379
H -3.18519 -0.40348 -0.81717
H 3.64141 -1.06860 0.27148
H 5.12947 1.64136 -2.26070
H 1.19038 -0.63883 1.30262
H -5.15527 1.78423 1.97607
H 2.53070 1.75003 0.19022
H 3.53966 0.99203 -2.66508
H -4.64741 0.66726 3.23830
H 0.22954 -2.03431 -0.01656
H -3.69153 2.13881 2.88182
H 4.29258 1.34335 1.78501
H 3.51286 -0.08719 2.41944
H -1.03837 -3.05296 -0.57079
H 2.58781 -0.69313 -1.05256
H 0.64331 0.24558 0.03344
H -1.66332 -1.25386 -2.25708
H -0.06471 -1.86240 -2.50718
H -4.99245 -0.42760 0.63610
H -1.71158 -2.02942 1.24037
H 2.74575 1.50532 2.65574

energy relative to the best compared isomer or geometry (same formula, charge and spin)	0.0	kcal per mole
LUMO level	-10.392	eV
net charge	+2
highest occupied orbital energy	-15.00	eV